1.
# C4H7NO

2 unconnected molecules or ions with the total composition C4H7NO (wB97M-V/def2-TZVPD, OMol25).

Geometry as XYZ:
```
13
Properties=species:S:1:pos:R:3:lowdin_charge:R:1
O 1.27012 -0.23513 1.88259 -0.096
C 0.78140 0.20916 -0.49507 -0.048
C -0.08588 -0.73441 -1.18521 -0.176
C -0.80729 -0.25885 0.03676 -0.226
C -1.74185 0.83140 -0.14016 -0.228
N -2.42931 1.74780 -0.32141 0.144
H 1.55400 0.66646 2.05925 0.050
H 1.81559 -0.09407 -0.27236 0.109
H 0.71541 1.28082 -0.64855 0.106
H 0.25493 -1.75603 -1.03129 0.124
H -0.47672 -0.49852 -2.15459 0.111
H 0.36244 -0.12071 1.55917 -0.017
H -1.21284 -1.03793 0.71087 0.147
```

Electronic energy: -7796.2641 eV
Relative energy (zero: lowest compared OMol25 entry of this formula, charge and spin): 77.95 kcal/mol
Gap between HOMO and LUMO: 10.71 eV
E_HOMO: -9.946 eV

---

2.
# C5H15NO2

2 unconnected molecules or ions with the total composition C5H15NO2 (wB97M-V/def2-TZVPD, OMol25).

Geometry as XYZ:
```
23
Properties=species:S:1:pos:R:3:lowdin_charge:R:1
C 0.97558 -0.59434 -0.13924 -0.246
C 1.06059 0.51487 -1.18102 -0.404
C -0.38903 0.91543 -1.60899 -0.070
C 1.81332 0.09312 -2.46344 -0.079
N 0.52107 -0.06754 1.12791 -0.056
C 0.16004 -0.95068 2.19366 -0.235
O -1.30893 -1.12367 2.16222 -0.098
H 0.40844 -1.48242 -0.48572 0.128
H 1.96478 -1.07149 -0.01065 0.117
H 1.59575 1.36112 -0.74927 0.134
H -0.96657 0.06308 -1.97049 0.084
H -0.27018 1.57100 -2.46145 0.067
H -0.89299 1.44158 -0.80083 0.062
H 1.25868 -0.58866 -3.10796 0.079
H 2.71706 -0.41301 -2.10947 0.074
H 2.01133 1.02113 -2.98728 0.073
H -0.26187 0.53846 0.96004 0.081
H 0.40829 -0.48025 3.14855 0.119
H 0.48978 -1.95823 1.91546 0.123
H -1.53335 -1.44094 3.04576 0.076
H -3.58644 0.26899 1.54936 0.024
H -2.63152 1.30423 1.90950 0.004
O -3.54383 1.07821 2.06336 -0.055
```

Electronic energy: -11012.6357 eV
Relative energy (zero: lowest compared OMol25 entry of this formula, charge and spin): 30.22 kcal/mol
Gap between HOMO and LUMO: 9.95 eV
E_HOMO: -9.115 eV

---

3.
# C7H11NO7

A single C7H11NO7 molecule (wB97M-V/def2-TZVPD, OMol25).

Geometry as XYZ:
```
26
Properties=species:S:1:pos:R:3:lowdin_charge:R:1
C -0.87724 -2.96863 0.59618 -0.385
C 0.73609 -0.27242 -1.37019 -0.062
C -1.31882 0.61450 0.64232 -0.308
C -0.05746 -1.68221 1.02739 -0.303
C -0.00968 1.51471 0.41695 -0.467
C 0.83966 0.83801 -0.63365 -0.193
C -0.57859 2.80753 -0.09424 0.011
N 1.06894 -1.65628 1.51125 0.222
O -2.05460 -2.88648 0.59099 0.166
O -0.09665 -4.12514 0.43298 0.086
O -1.10555 -0.70432 1.05216 -0.013
O 1.75582 -0.39647 -2.38623 -0.017
O -2.06700 0.55893 -0.54094 0.000
O 0.65590 1.70382 1.60803 0.054
O 1.99866 1.65859 -0.68810 0.060
H -0.14297 -0.91262 -1.52318 0.133
H -1.99769 0.93229 1.50137 0.189
H -1.21381 2.68869 -0.97956 0.110
H 0.23515 3.37843 -0.34338 0.062
H -1.10597 3.24007 0.70888 0.089
H 1.58395 -2.53899 1.58026 0.084
H 0.84561 -3.89168 0.50010 0.091
H 1.41572 -1.02269 -2.99585 0.067
H -2.50355 -0.32911 -0.63187 0.137
H 1.48823 2.15071 1.41169 0.113
H 2.50582 1.30077 -1.39336 0.076
```

Electronic energy: -23256.8164 eV
Relative energy (zero: lowest compared OMol25 entry of this formula, charge and spin): 38.57 kcal/mol
Gap between HOMO and LUMO: 8.92 eV
E_HOMO: -8.788 eV